Formula: C5H10O
Source: the OMol25 dataset
Level of theory: wB97M-V/def2-TZVPD

The value obtained for the total energy is -271.71984 Eh. The value obtained for the lowest unoccupied orbital energy is 0.951 eV. Its SMILES is CC/C=C(\C)O. The gap between HOMO and LUMO comes out at 0.3446 Eh.

Cartesian coordinates (Å):
C -0.67117 1.00682 1.68180
C -0.90512 -0.39045 1.10106
C -0.86487 -0.63205 -0.39319
C 0.17700 -0.48857 -1.21196
C 1.44962 0.26641 -0.95909
O 0.09752 -1.03313 -2.47648
H -0.85971 0.97612 2.76123
H 0.35948 1.35100 1.55306
H -1.33646 1.75454 1.24056
H -0.17698 -1.07290 1.56116
H -1.71997 -1.15103 -0.82309
H -1.88351 -0.73740 1.44989
H 1.62175 0.94344 -1.80486
H 2.32060 -0.39681 -0.88050
H 1.39672 0.87024 -0.05421
H 0.99512 -1.26623 -2.74538

---

Formula: C8H10F6N3NaO13
Source: the OMol25 dataset
Level of theory: wB97M-V/def2-TZVPD

The value obtained for the total energy is -2214.46811 Eh. The net charge is -2. The value obtained for the lowest unoccupied orbital energy is 3.746 eV. The gap between HOMO and LUMO comes out at 0.1788 Eh.

Cartesian coordinates (Å):
Na 0.85075 -0.24198 -0.20895
N 3.66336 1.38053 0.48821
O 3.79108 1.47965 -0.71676
O 2.57173 1.36211 1.01435
O 4.75555 1.28816 1.08382
N 3.49480 -2.23378 -0.69712
O 4.42702 -1.54234 -0.25178
O 2.45043 -2.37581 -0.14199
O 3.44956 -2.47325 -1.91493
N 1.10914 -0.42117 -3.90607
O 0.94415 0.34825 -4.81376
O 0.88936 -0.15755 -2.70404
O 1.66056 -1.48424 -4.12468
C 0.66780 0.74224 4.44497
C -0.74569 0.28784 3.85349
O -0.82165 -1.15553 3.85001
C -0.64940 -1.89047 2.69695
O -0.46790 -1.42919 1.58812
C -0.66362 -3.43096 3.05150
F -1.66235 -3.98881 2.33709
F 0.46315 -3.99732 2.72504
F -0.84620 -3.56020 4.29406
H 0.73112 0.45227 5.49378
H 0.75883 1.82843 4.44594
H 1.53898 0.37433 3.90294
H -0.89188 0.75332 2.87879
H -1.51659 0.69759 4.50612
C -2.19775 1.03504 -4.62576
C -2.37358 0.39941 -3.25333
O -2.45521 1.46862 -2.31901
C -2.03529 1.33709 -1.09045
O -1.52714 0.27927 -0.65254
C -2.04092 2.67786 -0.22931
F -1.46223 2.55516 0.97612
F -1.40527 3.66861 -0.78357
F -3.32755 2.95457 -0.00628
H -2.09220 0.24880 -5.37328
H -1.29263 1.64010 -4.67824
H -3.09901 1.61282 -4.83070
H -1.45911 -0.15995 -3.05596
H -3.18400 -0.32952 -3.25296

---

Formula: C4H9NO
Source: the OMol25 dataset
Level of theory: wB97M-V/def2-TZVPD

The value obtained for the total energy is -287.76848 Eh. The value obtained for the lowest unoccupied orbital energy is 1.039 eV. Its SMILES is C/C=C(\N)OC. The gap between HOMO and LUMO comes out at 0.3217 Eh.

Cartesian coordinates (Å):
C -0.31430 -2.04754 0.13413
C -0.40152 -0.63101 -0.34056
C -0.92431 2.03382 0.13702
C 0.57800 0.27091 -0.21350
O 0.35220 1.61296 -0.34123
N 1.89679 -0.03940 0.10418
H 0.18987 -2.08916 1.10847
H 0.21773 -2.71997 -0.55187
H -1.32451 -2.44752 0.26920
H -1.31054 -0.29025 -0.81919
H -0.95810 3.10779 -0.01405
H -1.76402 1.58294 -0.39655
H -1.03483 1.78597 1.19758
H 2.25019 -0.86391 -0.36472
H 2.54736 0.73437 0.09111

---

Energy relative to the best compared isomer or geometry (same formula, charge and spin) values (in eV) by entry order: 0.892; 2.708; 1.741.